(1)
Below is a cluster of 4 separate species, C16H31F3N3O9 in total, with properties calculated with the ωB97M-V functional and the def2-TZVPD basis.

Results
* orbital gap: 0.3093 hartree
* largest force on an atom: 2.27 eV Å⁻¹
* E_HOMO: -12.33 eV
* energy: -48139.35213 eV
* E_LUMO: -3.9112 eV
* charge: +1

Atoms and positions in Å:
C -1.73986 4.76680 -0.54860
H 3.70134 2.35731 0.41571
H -4.18448 8.67892 -3.32041
N 1.68224 -2.76373 3.62993
H 0.22004 1.18682 -4.87845
C 3.51407 -6.51886 -1.61560
O -2.47806 6.63914 -3.37042
H -2.05121 3.77766 -0.87953
F -2.24490 -3.56280 3.65642
C -1.11115 -3.35400 4.26841
H 2.52399 -6.51288 -2.07074
H -0.76204 4.68474 -0.08051
H 3.97137 -5.54896 -1.81562
H 0.85984 -0.48365 5.16931
H -5.10894 7.26404 -2.83837
O 0.74339 -6.51063 -0.07248
C -2.70068 5.72712 -2.42896
C 1.74554 1.88513 -1.20661
C 3.42752 -6.76664 -0.12550
H -3.97403 5.90900 -4.62236
H 4.10806 -7.29508 -2.09590
C 3.12895 1.45385 0.61203
O 0.46774 1.85790 -1.57872
H -0.04868 0.10021 -3.50150
F -1.35978 -3.33916 5.53336
H -0.83480 2.43356 -3.02774
O -1.61476 5.66438 -1.64888
H 2.60357 -2.63645 4.02556
H 3.63634 0.58853 0.18610
C 1.43041 -5.69514 0.47298
C -0.45135 -4.44464 1.08312
O 2.68953 2.15251 -1.89818
C 0.21916 2.16771 -2.96276
O 0.97113 -4.60750 1.12820
H -0.16351 -0.01323 2.53842
C -0.20702 0.10179 3.61942
H 0.79298 3.04173 -3.26799
H 1.51589 -3.54618 2.99421
N 0.98641 -0.56780 4.15419
F -0.29495 -4.33666 4.02380
O 1.80237 1.54271 0.09105
C -3.56083 6.86056 -4.28918
C -4.62580 7.75066 -3.68529
H 1.56367 0.71772 -3.83040
H -0.67947 -3.63286 1.74796
H -2.44504 5.16123 0.18253
C -1.33757 -0.88329 3.97506
C 0.50466 0.97426 -3.84870
H -0.96966 -5.33991 1.41824
H 2.93494 -7.71191 0.09792
H 4.42610 -6.80866 0.30452
O -3.69846 5.06622 -2.29249
H 3.04648 1.31679 1.68816
H -3.11769 7.34639 -5.15642
H -0.35154 1.13896 3.85312
H -2.13898 -0.82497 3.26048
H -5.38854 7.98911 -4.42600
O 2.75591 -5.68305 0.55020
H -1.73064 -0.70660 4.96962
N -0.57168 -2.12473 3.79576
C 0.74786 -1.91272 3.85827
H -0.77537 -4.17076 0.08019


(2)
Below is the molecule C5H12N4, with properties calculated with the ωB97M-V functional and the def2-TZVPD basis.

Results
* SMILES: C/C=C(\N)C(N)=C(N)N
* orbital gap (alpha / beta): 0.2081 / 0.1978 hartree
* relative energy (zero: lowest compared OMol25 entry of this formula, charge and spin): 89.2 kcal per mole
* largest force on an atom: 4.26 eV Å⁻¹
* E_HOMO (alpha / beta): -5.08 / -4.92 eV
* energy: -11336.35187 eV
* E_LUMO (alpha / beta): 0.5781 / 0.4632 eV
* charge: 0

Atoms and positions in Å:
C -1.60546 1.12093 -1.96515
N 2.31210 0.39038 0.23748
C -0.82123 -0.44588 -0.12216
N 0.65949 -1.96979 1.11353
N -1.45507 -1.57577 -0.63974
H -2.66483 1.36933 -1.86207
H 2.15716 -0.13599 -0.62153
N 1.12312 1.27290 2.03681
H -1.55424 -2.29212 0.07800
H 1.67438 -2.01892 1.18208
H 2.54591 1.35296 0.00211
C -0.98320 0.80506 -0.64025
H -2.34309 -1.35959 -1.07945
C 0.24105 -0.64883 0.87074
C 1.14434 0.39221 0.98306
H 0.52225 0.93376 2.78430
H 2.06642 1.42485 2.38420
H -1.10012 1.99073 -2.40265
H -1.48822 0.29598 -2.67467
H -0.75323 1.68217 -0.03958
H 0.32248 -2.58438 0.37492


(3)
Below is a cluster of 6 separate species, C22H60N5O6 in total, with properties calculated with the ωB97M-V functional and the def2-TZVPD basis.

Results
* orbital gap: 0.2438 hartree
* largest force on an atom: 3.01 eV Å⁻¹
* E_HOMO: -4.11 eV
* energy: -43519.24760 eV
* E_LUMO: 2.5245 eV
* charge: -1

Atoms and positions in Å:
C 0.20806 0.55339 -2.31456
H -1.27653 -5.16403 -3.81119
C 1.52547 -3.67226 2.47525
H -1.32261 2.41615 0.91078
H -2.81668 -1.61099 -1.76626
H 2.71898 -1.89753 0.20081
O 2.70539 4.23762 -0.09675
H -4.14323 -2.27864 -5.51606
H 0.16045 -0.04082 3.91565
H -4.89016 -2.85731 -3.04127
O -2.92218 -4.19620 -4.59130
C 4.75403 3.37518 -0.75884
H 0.91915 4.88303 0.69527
H 5.29374 1.38914 -0.36071
C 1.32159 4.08358 0.01048
H -3.59454 1.77719 2.76679
C -1.90157 4.53759 2.33318
C -3.96290 -2.31319 -3.31054
N 5.43826 2.07130 -1.08568
H 2.20600 -3.02567 1.86939
H 3.19495 1.07688 5.41265
H -1.95541 2.23932 3.35243
C -1.66536 -4.78979 -4.73415
H 1.04378 0.69489 1.81258
H 0.24420 -2.04159 0.68520
H 1.93003 -4.65983 2.71108
H -1.69692 4.66314 1.26465
H 1.02080 3.14527 0.44798
C -1.63912 -2.98986 0.83024
H -2.77562 -3.96708 -2.50132
H -0.70722 -3.84720 -0.65236
H -0.74666 0.98821 -2.55558
O 0.33141 -3.83451 1.82325
H -0.98044 4.13933 2.82070
H 3.99689 -0.64554 0.56344
C -2.75451 -3.32089 1.80936
O -3.06639 3.73653 2.54361
H -3.37496 -0.46447 -2.69908
H 4.50699 5.31318 -1.46657
H -4.20049 1.42349 0.34116
H 2.98653 2.21712 -0.26335
H -3.00929 1.58009 -0.82877
H 0.88700 0.93886 -3.08826
H 6.17093 4.82285 -1.29806
H -3.62447 -3.57360 1.24238
C 3.23486 3.15134 -0.76995
C 1.95000 0.82966 3.67620
H -1.03177 -4.02216 -5.21212
H 0.60695 0.81962 -1.32204
H -1.99515 -2.18230 0.18133
H -0.18446 -1.28530 -3.34298
H 5.17501 4.40440 -2.76792
H -2.07601 5.56597 2.70794
H -2.52203 -4.13491 2.47586
H 1.49258 1.77825 3.89862
N 1.08428 -0.12276 4.33129
H -1.79077 -5.55680 -5.46672
C -2.17626 1.81361 1.14180
H 0.99992 -1.31306 -1.95001
C -2.67720 2.30801 2.53618
H -2.87126 -2.43181 2.36962
H 0.75000 4.22756 -0.91104
H 3.84172 -0.06556 4.18364
O 2.55366 -0.68423 1.97211
C -2.88513 -3.37704 -3.42627
H 6.38746 2.29333 -1.18264
O -0.88449 -1.25540 -1.36345
C 3.30815 0.84283 4.34273
H -5.15593 -1.05955 -4.76147
H 2.79249 3.22665 -1.76785
H -1.42125 0.19744 0.23631
H -0.43735 -1.94363 2.37575
C -0.30084 -2.60007 1.45795
H 2.67378 1.46396 1.67126
H -1.17628 -4.93808 0.47793
C 2.05386 0.62729 2.20216
H -1.92992 -2.74400 -3.52217
H 2.38475 -0.26799 -0.08004
H 1.34068 -1.06372 4.08948
H 3.88612 1.70241 4.00491
C 5.19777 4.48619 -1.64651
H -3.47989 -0.79564 -4.86142
N -1.46136 -4.11142 -0.05479
H -2.54890 -0.17109 1.43712
H 4.90324 3.75034 0.28289
N -1.73768 0.47471 1.19075
C 0.01919 -0.93544 -2.25797
C -4.15481 -1.59925 -4.65073
C 2.94576 -0.88294 0.62040
H 1.37387 -3.27267 3.49688
N -3.67166 -1.32069 -2.23717
H -3.58624 3.05597 -0.02654
C -3.33682 2.00560 0.12306


(4)
Below is a structure of composition C25H23N9Ni, with properties calculated with the ωB97M-V functional and the def2-TZVPD basis.

Results
* orbital gap (alpha / beta): 0.2760 / 0.2656 hartree
* largest force on an atom: 2.24 eV Å⁻¹
* E_HOMO (alpha / beta): -14.37 / -14.36 eV
* energy: -80740.41805 eV
* E_LUMO (alpha / beta): -6.8556 / -7.1324 eV
* charge: +2
* 2S+1: 3

Atoms and positions in Å:
C -1.93315 1.56846 2.55116
C 2.57636 1.47644 -2.10105
N 0.14119 0.61035 2.05849
H 4.44834 -1.64253 -0.81258
C 0.58193 2.65126 -0.66933
C 2.63049 2.84178 -1.87962
C -2.89130 2.15516 3.36104
N 0.53896 1.33225 -0.86621
H 3.45428 3.42281 -2.26656
H -3.05689 -3.73400 -1.94900
C 1.61294 3.44082 -1.15028
N -0.91172 -1.52883 -1.02717
H -4.38976 0.63411 -0.85225
Ni -0.74553 0.15443 0.25613
C 1.35194 -0.70096 -1.91559
C 1.15843 0.68933 4.57898
C 0.49896 -1.49792 -0.88020
C -4.37853 2.19880 1.49521
H -0.67183 1.65896 5.11893
H 1.55158 0.69872 5.58404
C 3.10244 -0.98153 0.64270
N 1.36857 -4.82958 -2.01265
N 0.68365 -1.02992 0.44082
C -1.40173 -2.69039 -1.44796
H 1.51732 -0.41508 -4.04272
C 1.76130 -0.69724 1.08385
H -2.67904 2.37985 4.39107
H -4.90515 2.89285 3.44782
H 0.52347 -1.80938 -3.59962
H 3.89411 -0.75150 1.34012
H -3.33088 -2.06571 -1.50619
H 2.91812 -2.20015 -2.54678
C 1.51734 0.74956 -1.57424
H -0.23897 3.08563 -0.11027
H -0.10935 -0.17077 -3.39613
C 0.66648 -3.76659 -1.62995
H 2.83744 -0.39207 3.77511
H 1.61725 4.50100 -0.95324
C -4.13856 2.45981 2.82766
C 2.42636 -1.81158 -1.65437
N -2.19205 1.28351 1.24891
H 3.32617 0.96938 -2.68775
C -3.36925 1.61509 0.72816
C 1.89085 0.07841 3.56502
H 0.88980 -5.68080 -2.25820
C 1.33823 0.03951 2.29364
C -3.55787 1.32181 -0.71951
C -0.59750 1.15550 3.01962
C -0.09642 1.21932 4.32288
H -2.62953 0.88045 -1.12224
N -2.70292 -2.83278 -1.67420
H 2.36274 -4.86950 -1.86395
C 0.78418 -0.78777 -3.33087
H -3.80020 2.23577 -1.25905
C 3.40863 -1.48663 -0.56656
H -5.32501 2.42912 1.03436
N -0.64525 -3.78761 -1.67653
N 1.31853 -2.66943 -1.16289


(5)
Below is a cluster of 5 separate species, CH12N2O5 in total, with properties calculated with the ωB97M-V functional and the def2-TZVPD basis.

Results
* SMILES: NC(N)=O.O.O.O.O
* orbital gap: 0.3894 hartree
* relative energy (zero: lowest compared OMol25 entry of this formula, charge and spin): 25.3 kcal per mole
* largest force on an atom: 3.97 eV Å⁻¹
* E_HOMO: -10.40 eV
* energy: -14449.80401 eV
* E_LUMO: 0.1920 eV
* charge: 0

Atoms and positions in Å:
H -2.07731 1.06961 0.32770
H -0.94286 1.06045 -1.78205
O -0.25300 -0.40772 -0.81610
H 2.16560 -1.96836 -1.14359
H 0.15582 1.26280 0.14502
H -1.45956 -2.34660 1.31715
O 0.87244 0.25610 2.50734
N -0.78274 -1.94671 0.72868
O -0.77474 1.51647 -2.60182
H -0.01420 -2.45993 0.41753
H 0.16648 1.68988 -2.61328
C -1.05837 -0.78324 0.02098
N -2.08368 0.08159 0.45127
H -2.47297 -0.31962 1.30558
H 0.96629 1.11250 2.93781
H 1.81262 0.03687 2.30045
H 1.62493 -0.59238 -0.76298
O 0.90599 1.85170 0.25750
O 2.43768 -1.08557 -0.86562
H 1.02868 2.16346 1.14102


(6)
Below is a structure of composition C27H45ClN3PTl, with properties calculated with the ωB97M-V functional and the def2-TZVPD basis.

Results
* orbital gap (alpha / beta): 0.2354 / 0.2299 hartree
* relative energy (zero: lowest compared OMol25 entry of this formula, charge and spin): 24.5 kcal per mole
* largest force on an atom: 3.21 eV Å⁻¹
* E_HOMO (alpha / beta): -4.94 / -4.50 eV
* energy: -59703.31099 eV
* E_LUMO (alpha / beta): 1.4660 / 1.7525 eV
* charge: -1

Atoms and positions in Å:
H -3.49505 2.37512 2.37242
H 1.05060 -2.95270 3.65044
C 1.22670 0.63766 -1.65952
H 4.50933 -2.05084 4.55716
C -1.52995 -0.49614 -1.80470
H -4.94456 -0.68912 -1.99499
H 2.85718 0.65007 2.40689
C -1.00370 2.94203 -0.64435
H 1.90234 2.01763 -4.75441
H 3.25975 0.36729 4.08900
H 2.83936 3.36477 -2.94818
N -1.08591 -4.70570 5.09936
C 3.20315 -3.12555 3.23847
H 4.23696 -1.15607 1.66179
C -2.33268 -1.61539 -1.12130
N -2.41703 -2.87787 4.06194
C -3.42332 -0.07163 -3.39593
C -4.27400 -1.15497 -2.72894
C 4.44659 -2.25547 3.48429
H -2.09490 0.46435 1.54767
H -0.08386 1.86904 0.96538
H 0.34035 2.19013 -2.87590
C 3.48466 1.77118 -1.64754
C 3.19947 2.33203 -3.04535
C -2.44853 0.56833 -2.40227
C -2.59329 3.90001 1.12067
H 2.60393 0.53951 -4.08784
H -4.05578 -2.87016 -1.42314
C 4.31890 -0.93259 2.73144
H 4.11910 2.46747 -1.08788
H -1.77928 -4.75110 -0.06611
C -1.68912 -3.83833 4.58031
H -1.87198 1.35305 -2.91372
H -0.39498 -4.57962 -1.33776
H 1.72347 2.47139 -0.61068
C -2.53489 2.57497 1.88430
H -1.78322 2.79812 -1.40502
H -0.50217 4.36957 0.87948
C 3.05485 -0.15070 3.13642
H 4.03595 0.82477 -1.73462
H 3.19487 -3.99382 3.91382
H -4.90850 -1.63989 -3.47899
H -3.02113 1.05539 -1.60070
H -3.49610 3.91686 0.49665
C -2.01167 -2.21808 3.02352
C 2.20022 1.50988 -0.85301
H 2.44321 1.00960 0.09576
H -1.52800 5.01935 -0.40352
H -1.66424 -2.43876 -0.81521
C 2.16480 1.50966 -3.81984
H 0.88723 -0.53330 3.25131
H -2.93001 -2.84076 -2.77800
C -1.36418 4.14451 0.23677
H -2.69230 4.72702 1.83165
H -1.77197 2.64198 2.67084
H 0.22815 0.57820 -3.59185
H 5.36079 -2.78516 3.18165
H -0.93432 -0.94698 -2.62064
H 4.13141 2.37471 -3.61956
Tl 0.40492 -3.48781 1.09839
H -3.00087 1.24161 0.25096
C 1.92767 -2.33435 3.39322
H -4.06603 0.70541 -3.82525
C 1.85698 -1.04243 3.28560
H -2.78034 -1.24077 -0.18770
C -0.87466 1.68247 0.21199
P -0.21687 0.08939 -0.58212
Cl 2.24692 -2.16524 -0.13916
H -0.07072 3.15205 -1.18247
H 3.26881 -3.51924 2.20850
H 1.71305 -0.34556 -1.80616
N -1.67552 -1.59445 2.07743
C -3.42085 -2.20965 -2.02501
C -2.18125 1.39758 0.96878
C 0.88603 1.24494 -3.01785
H -2.84427 -0.51251 -4.21813
C -0.74317 -4.41653 -0.29903
H 5.20748 -0.30990 2.89010